Entry 1:
Here is the molecule C9H8BrFN2 from the OMol25 dataset. Energies are from ωB97M-V with the def2-TZVPD basis set.

Geometry (Å):
C1 -0.04690 1.64138 -0.07290
C2 -1.60054 2.65060 -1.59876
C3 0.17435 0.65009 -1.02865
C4 -0.94399 2.65182 -0.37369
C5 -0.51505 0.76072 -2.24104
C6 1.13276 -0.44073 -0.84303
C7 1.27044 -1.25318 0.19970
C8 0.44566 -1.30298 1.45600
C9 -0.97792 -0.90035 1.29065
N1 -1.38112 1.71929 -2.50496
N2 -1.56167 -0.05358 1.97733
F1 -1.60932 -1.61412 0.30719
Br1 -1.26652 4.04521 0.87876
H1 0.48008 1.63200 0.86815
H2 -2.30955 3.42354 -1.86036
H3 1.78008 -0.60097 -1.69595
H4 2.04402 -2.00840 0.15872
H5 0.43974 -2.33951 1.80586
H6 0.88528 -0.69102 2.24703
H7 -2.54608 0.09393 1.78273
H8 -0.37139 0.03109 -3.02609

Cartesian forces, eV/Å:
-1.23 1.76 0.52
-2.31 0.99 -2.78
3.04 -1.77 3.22
3.00 -0.98 4.35
-2.33 1.02 -3.69
-0.98 1.56 -0.89
0.31 -0.61 0.92
0.11 -0.15 -0.25
-0.30 -0.23 -0.34
0.55 -1.17 -0.90
-0.09 0.47 0.60
0.16 0.12 0.21
0.06 -0.49 -0.60
0.00 0.03 0.06
-0.02 0.06 0.08
-0.04 -0.33 -0.30
0.15 0.05 -0.05
0.03 0.04 0.09
-0.10 -0.03 0.00
-0.03 -0.18 -0.25
0.03 -0.14 -0.01

Values from the calculation:
Multiplicity: 3
Relative energy (zero: lowest compared OMol25 entry of this formula, charge and spin) in kJ/mol: 39.00
Total charge: 0


Entry 2:
Here is a structure of composition CI2NO2 from the OMol25 dataset. Energies are from ωB97M-V with the def2-TZVPD basis set.

Geometry (Å):
C1 -2.04983 0.06749 -0.05436
N1 1.34229 0.02809 -0.05939
O1 -2.30120 -0.75196 0.71050
O2 -1.86485 0.90417 -0.81834
I1 2.20645 -1.85540 0.04819
I2 2.66713 1.60760 0.17341

Cartesian forces, eV/Å:
0.17 0.23 -0.09
-0.44 0.04 -0.06
-0.20 -0.99 0.85
0.18 0.78 -0.78
0.18 0.15 0.04
0.11 -0.21 0.03

Values from the calculation:
Relative energy (zero: lowest compared OMol25 entry of this formula, charge and spin) in kJ/mol: 20.90
Total charge: -1


Entry 3:
Here is the molecule C22H28N2O4 from the OMol25 dataset. Energies are from ωB97M-V with the def2-TZVPD basis set.

Geometry (Å):
C1 -6.81885 -2.16849 -1.48589
C2 -6.31556 -1.96509 -0.07099
O1 -6.91678 -2.40745 0.89077
N1 -5.15144 -1.28831 0.07206
C3 -4.39373 -0.62346 -0.96245
C4 -4.38737 0.89595 -0.70626
N2 -3.91054 1.25041 0.61697
C5 -2.47113 1.20914 0.77748
C6 -1.79628 2.34079 -0.01858
O2 -1.54416 1.98276 -1.35838
C7 -0.51763 2.81516 0.70490
O3 0.30856 1.75229 1.12720
C8 1.26347 1.23115 0.29333
C9 1.54604 1.65644 -1.00080
C10 2.55229 1.04531 -1.72404
C11 3.29901 0.00151 -1.18506
O4 4.25949 -0.52568 -1.99982
C12 5.05286 -1.58458 -1.51265
C13 5.96950 -1.20265 -0.37450
C14 6.39081 -2.16378 0.53541
C15 7.24349 -1.82068 1.56909
C16 7.67668 -0.51262 1.70709
C17 7.25908 0.44897 0.80339
C18 6.41303 0.10514 -0.23579
C19 3.01634 -0.42444 0.10888
C20 2.01088 0.18623 0.83178
C21 -4.65637 0.52243 1.62664
C22 -4.65100 -0.99585 1.40141
H1 -6.08109 -2.69196 -2.08980
H2 -7.72286 -2.76901 -1.43269
H3 -7.05737 -1.21520 -1.95254
H4 -3.36548 -1.00687 -0.93972
H5 -4.80910 -0.82658 -1.94621
H6 -5.41228 1.27063 -0.79255
H7 -3.76895 1.39412 -1.45232
H8 -2.01536 0.25084 0.47496
H9 -2.25261 1.35636 1.83666
H10 -2.48544 3.18916 -0.07732
H11 -0.95480 1.21744 -1.36905
H12 -0.81137 3.32707 1.62543
H13 0.02646 3.52316 0.07168
H14 0.99717 2.46076 -1.46526
H15 2.77444 1.37206 -2.72758
H16 5.65536 -1.88696 -2.37758
H17 4.42297 -2.43800 -1.22327
H18 6.04904 -3.18445 0.43214
H19 7.56671 -2.57523 2.27106
H20 8.33805 -0.24457 2.51752
H21 7.59439 1.47045 0.90565
H22 6.08725 0.85306 -0.94357
H23 3.57884 -1.21960 0.57081
H24 1.79113 -0.13425 1.83785
H25 -5.69083 0.87773 1.58519
H26 -4.25017 0.75715 2.61173
H27 -3.63351 -1.39199 1.49766
H28 -5.30128 -1.49592 2.11994

Cartesian forces, eV/Å:
-0.14 -0.10 0.20
-0.07 -0.14 -0.29
-0.30 -0.14 0.14
0.30 0.14 0.20
0.06 0.38 -0.18
0.00 -0.13 -0.27
-0.06 0.15 0.13
0.02 0.35 -0.21
0.42 0.00 0.73
0.18 -0.22 -0.51
-0.52 0.25 -0.30
0.15 -0.23 0.00
0.16 -0.22 0.10
-0.19 0.18 0.15
0.32 -0.32 0.04
-0.29 0.24 -0.02
0.02 0.13 -0.09
0.15 -0.27 -0.07
-0.04 0.04 -0.03
-0.07 0.06 -0.13
0.07 -0.05 0.07
0.06 0.00 0.09
0.03 0.05 -0.01
-0.03 -0.04 -0.08
0.13 -0.11 -0.16
-0.26 0.25 -0.06
0.01 -0.30 0.02
-0.15 0.15 0.38
0.06 0.03 -0.11
0.03 0.02 0.03
0.03 0.05 -0.11
-0.06 0.00 -0.09
0.03 -0.04 0.02
-0.02 -0.05 -0.09
-0.10 -0.03 -0.02
0.07 0.05 0.09
0.00 -0.09 0.01
0.05 -0.07 0.12
-0.03 0.05 -0.02
0.02 0.00 -0.10
-0.02 -0.03 0.07
-0.07 0.05 0.01
0.03 0.04 -0.13
-0.15 -0.02 0.15
0.07 0.09 -0.02
-0.06 -0.11 0.01
0.03 -0.06 0.06
0.05 0.02 0.07
0.03 0.08 0.01
-0.05 0.07 -0.05
0.05 -0.07 0.03
-0.02 -0.04 0.13
-0.01 -0.06 0.08
-0.03 0.02 0.02
-0.03 -0.01 0.01
0.15 0.03 -0.06

Values from the calculation:
Relative energy (zero: lowest compared OMol25 entry of this formula, charge and spin) in kJ/mol: 263.35
Total charge: 0
SMILES string: CC(=O)N1CCN(C[C@H](O)COc2ccc(OCc3ccccc3)cc2)CC1


The evaluated F_max for the records listed, in turn: 5.37; 1.32; 0.84 eV/A.
The evaluated E for the records listed, in turn: -85198.1865; -22823.7179; -34438.1375 eV.